# 1
The following is a quantum chemistry calculation of a 3-piece molecular cluster, C3H10NO overall in a non-equilibrium geometry, from the OMol25 dataset.

Structure (XYZ):
```
15
Properties=species:S:1:pos:R:3:nbo_charge:R:1
C 0.0391 -1.1989 1.7333 -0.41
N 1.3270 -1.2057 0.9277 -0.70
H -0.6508 -0.6240 1.1079 0.22
H -0.2145 -2.2436 1.8754 0.24
H 0.2167 -0.5488 2.5846 0.25
H 2.1714 -0.7466 1.2356 0.45
H 1.0340 -0.5359 -0.5063 0.48
H 1.5141 -2.1264 0.5322 0.43
O 0.4581 1.5796 0.0057 -0.55
C -0.6317 1.5322 -0.5235 0.46
C -0.8480 1.2497 -1.9808 -0.74
H -1.5758 1.4342 0.0193 0.13
H -0.9362 0.1630 -2.0009 0.23
H -0.0945 1.6585 -2.6692 0.26
H -1.8090 1.6126 -2.3411 0.26
```

The value obtained for the relative energy (zero: lowest compared OMol25 entry of this formula, charge and spin) is 342.9 kJ/mol. As for the net charge: +1.

---

# 2
The following is a quantum chemistry calculation of a 2-piece molecular cluster, C3H10NO overall in a non-equilibrium geometry, from the OMol25 dataset.

Structure (XYZ):
```
15
Properties=species:S:1:pos:R:3:nbo_charge:R:1
C -2.2365 -0.5412 -0.7173 -0.26
O -1.6976 0.4177 0.2518 -0.79
H -2.3661 -1.4927 -0.2065 0.21
H -3.0610 -0.0610 -1.2507 0.21
H -1.4095 -0.6664 -1.4469 0.18
H -2.4000 0.8616 0.7381 0.51
C 1.2851 -0.3318 0.4845 -0.07
C 2.5663 -0.6221 0.5314 -0.34
N 0.7775 1.0002 0.0513 -0.73
H 0.4181 -0.9428 0.7291 0.23
H 3.0040 -1.4792 1.0147 0.26
H 3.1985 0.0275 -0.0786 0.21
H 0.7595 1.6189 0.8616 0.44
H 1.4127 1.2832 -0.6974 0.44
H -0.2511 0.9281 -0.2650 0.48
```

The value obtained for the relative energy (zero: lowest compared OMol25 entry of this formula, charge and spin) is 151.1 kJ/mol. As for the net charge: +1.

---

# 3
The following is a quantum chemistry calculation of a 2-piece molecular cluster, C3H10NO overall in a non-equilibrium geometry, from the OMol25 dataset.

Structure (XYZ):
```
15
Properties=species:S:1:pos:R:3:nbo_charge:R:1
C -0.4886 0.1853 0.8012 -0.23
O 0.6480 0.7506 0.0101 -0.58
C -1.4633 -0.5117 -0.0505 0.42
C -2.7802 -0.0729 -0.4137 -0.78
N 3.8551 -0.1483 -0.1180 -1.11
H -0.0177 -0.5771 1.4217 0.27
H -0.9193 0.9930 1.3729 0.23
H 0.2192 0.5594 -0.8361 0.46
H -1.2925 -1.5715 -0.2385 0.23
H -3.1112 0.5768 0.4199 0.33
H -3.4066 -0.9510 -0.5380 0.29
H -2.7927 0.7177 -1.1759 0.36
H 4.1878 -0.5118 -0.9894 0.38
H 2.8836 0.0575 0.0104 0.36
H 4.4783 0.5038 0.3239 0.38
```

The value obtained for the relative energy (zero: lowest compared OMol25 entry of this formula, charge and spin) is 428.8 kJ/mol. As for the net charge: +1.

---

# 4
The following is a quantum chemistry calculation of an isolated ion of composition C3H10NO and charge +1 in a non-equilibrium geometry, from the OMol25 dataset.

Structure (XYZ):
```
15
Properties=species:S:1:pos:R:3:nbo_charge:R:1
N -1.0009 -1.2768 0.2293 -0.66
C -0.3493 -0.2655 1.1629 -0.21
C 0.8308 0.4784 0.5528 -0.47
C 0.6975 1.0212 -0.9051 -0.07
O -0.4806 0.5441 -1.5719 -0.77
H -0.2427 -1.6962 -0.2863 0.44
H -1.6299 -0.8168 -0.4242 0.47
H -1.4231 -2.0162 0.7829 0.44
H -1.0883 0.4276 1.5354 0.24
H 0.0175 -0.9088 1.9456 0.23
H 1.0101 1.3386 1.1607 0.26
H 1.7702 -0.0717 0.6212 0.23
H 0.5781 2.0905 -0.8374 0.19
H 1.5979 0.8091 -1.4763 0.20
H -0.2873 0.3425 -2.4895 0.50
```

The value obtained for the relative energy (zero: lowest compared OMol25 entry of this formula, charge and spin) is 46.4 kJ/mol. As for the SMILES: [NH3+]CCCO. As for the net charge: +1.

---

# 5
The following is a quantum chemistry calculation of a 2-piece molecular cluster, C3H10NO overall in a non-equilibrium geometry, from the OMol25 dataset.

Structure (XYZ):
```
15
Properties=species:S:1:pos:R:3:nbo_charge:R:1
C 0.5086 -2.2226 1.1497 0.17
N -0.7003 -1.8957 1.3089 -0.55
H 1.1334 -2.3339 2.0270 0.24
H 0.8447 -2.6419 0.2120 0.24
H -1.3871 -1.8330 0.5618 0.45
H -1.0961 -1.4383 2.1345 0.45
C 0.6509 1.2053 -0.7415 -0.07
O -0.2914 0.9543 0.3482 -0.78
C -0.0724 1.7295 -1.9887 -0.67
H 1.2337 2.0512 -0.4268 0.20
H 1.0288 0.2095 -0.9460 0.17
H -0.6843 1.8039 0.5783 0.48
H -1.1277 1.4585 -2.0383 0.23
H 0.1109 2.7582 -2.2817 0.23
H 0.2116 1.1269 -2.8496 0.22
```

The value obtained for the relative energy (zero: lowest compared OMol25 entry of this formula, charge and spin) is 187.8 kJ/mol. As for the net charge: +1.

---

# 6
The following is a quantum chemistry calculation of a 2-piece molecular cluster, C3H10NO2 overall in a non-equilibrium geometry, from the OMol25 dataset.

Structure (XYZ):
```
16
Properties=species:S:1:pos:R:3:nbo_charge:R:1
C 1.1621 0.1745 1.6870 -0.40
N 0.3934 -0.1354 0.4568 -0.70
C 0.3845 0.7956 -0.6238 -0.28
C -1.1755 0.9293 -1.0347 -0.08
O -2.0797 1.5397 -0.1816 -0.95
H 0.9629 -0.5373 2.4932 0.19
H 0.9079 1.1564 2.0872 0.18
H 2.2379 0.0699 1.6163 0.18
H -0.6371 -0.3174 0.5401 0.41
H 1.0060 0.7169 -1.5928 0.17
H 0.5216 2.0069 -0.3931 0.16
H -1.4868 0.0073 -1.6174 0.08
H -1.2838 1.5946 -1.9666 0.10
H 0.1091 -2.6830 -0.4565 0.46
H 1.1646 -1.8423 -0.0336 0.50
O 1.0194 -2.8674 -0.3239 -1.00
```

The value obtained for the relative energy (zero: lowest compared OMol25 entry of this formula, charge and spin) is 251.6 kJ/mol. As for the net charge: -1.

---

no.,orbital gap (eV)
1,8.40
2,11.85
3,3.58
4,11.27
5,8.27
6,6.44